# 1
Below is a cluster of 2 separate species, C13H23ClN2O6 in total, with properties calculated with ωB97M-V/def2-TZVPD.

CARTESIAN COORDINATES (ANGSTROEM)
C  3.20984  -0.85362  -0.10559
C  2.31102  -0.47768  1.19726
C  0.73186  -0.62554  0.86252
C  -0.14369  0.62425  1.35561
C  0.25866  1.23869  2.74909
C  -0.55048  2.47145  3.25388
C  -1.70435  2.97603  2.36214
N  -2.08015  2.37370  1.08202
C  -3.24904  3.01867  0.39430
O  -2.85018  4.24700  -0.25413
O  -1.84173  4.05076  -1.13253
C  -1.34906  1.22918  0.54002
C  -1.71735  0.58336  -0.88440
C  -2.04418  -0.99263  -0.82375
C  -1.21409  -1.89661  -1.86165
C  -1.05657  -1.27439  -3.33374
N  -2.33467  -0.84339  -3.98224
H  4.28419  -1.03159  0.28507
H  3.26764  0.09158  -0.75031
H  2.80228  -1.75964  -0.67765
H  2.61901  -1.14825  2.08986
H  2.60417  0.59183  1.49265
H  0.31396  -1.57503  1.35146
H  0.65088  -0.63555  -0.28771
H  1.13834  0.79654  3.32228
H  -0.23502  2.93169  4.24695
H  -2.28822  3.89529  2.73126
H  -3.96945  3.33031  1.24515
H  -3.84596  2.30038  -0.26594
H  -0.96680  4.27628  -0.73682
H  -2.60088  1.08855  -1.40592
H  -0.79923  0.79176  -1.56081
H  -3.16448  -1.20196  -1.03274
H  -1.85920  -1.44594  0.22676
H  -1.78832  -2.89561  -1.99300
H  -0.17383  -2.19346  -1.47878
H  -0.28292  -0.41131  -3.32467
H  -0.58735  -2.08111  -4.01662
H  -3.12264  -1.30085  -3.50494
H  -2.36705  0.18450  -3.87644
O  6.09484  -2.63065  1.71877
Cl  5.20059  -3.69106  1.30054
O  3.90007  -3.49502  1.91541
O  5.73983  -4.96894  1.70844
O  5.05974  -3.66196  -0.14104

Forces on the atoms, in the same order (eV/Å):
C 0.3 0.7 1.2
C 0.5 -0.4 0.0
C 0.0 1.3 -0.4
C -0.9 2.1 2.0
C -3.4 1.7 -2.9
C -0.7 -2.2 -3.8
C 2.5 -1.6 1.1
N 2.5 -1.3 1.9
C -0.9 0.2 0.8
O -1.7 -0.4 2.7
O 2.0 -1.0 -2.3
C 1.4 -0.1 1.9
C 0.2 0.3 0.2
C -0.1 -1.1 0.3
C -0.1 -0.4 -0.7
C 1.1 -0.8 -0.1
N 1.0 0.6 1.1
H -1.8 -0.1 -0.8
H -0.3 -1.4 0.6
H 0.8 1.3 0.9
H -0.6 0.9 -1.6
H -0.7 -1.4 -0.5
H 0.5 1.3 -1.0
H -0.1 -0.3 1.9
H -1.4 0.7 -0.9
H -0.9 -0.4 -1.7
H 0.8 -1.7 -1.0
H 1.2 -0.2 -1.6
H 1.4 0.9 0.7
H -1.0 0.1 0.4
H 1.4 -0.4 1.0
H -1.4 -0.4 1.2
H 1.8 0.7 0.4
H -0.3 1.0 -1.7
H 0.9 1.6 0.4
H -1.5 0.6 -0.4
H -1.4 -1.3 -0.1
H -0.6 1.2 1.3
H 0.4 0.6 -0.4
H -0.6 -0.9 -0.1
O -0.2 0.1 0.0
Cl 0.5 -0.5 0.0
O -0.2 0.2 0.0
O -0.2 0.3 -0.1
O -0.1 0.1 0.1

Properties
- Orbital gap: 4.89 eV
- Net charge: 0
- HOMO: -7.712 eV
- Energy above the lowest of the compared OMol25 structures with the same formula, charge and spin: 125.2 kcal/mol
- Strongest force on any atom: 4.774 eV/A

# 2
Below is a cluster of 5 separate species, C50H101BIN5O9 in total, with properties calculated with ωB97M-V/def2-TZVPD.

CARTESIAN COORDINATES (ANGSTROEM)
C  -2.84591  -6.83417  2.84806
C  -1.59124  -6.84042  1.93453
C  -0.61961  -5.75899  2.33013
O  0.37290  -6.02772  2.86819
O  -0.91754  -4.43761  2.10774
C  -0.68788  -4.09183  0.73002
C  0.80011  -3.96596  0.35669
C  1.26683  -2.53228  0.03359
O  0.65343  -1.93483  -1.10628
C  0.72896  -2.69656  -2.30475
C  -0.68001  -3.23615  -2.59154
O  -0.90068  -3.45499  -3.96492
C  -2.16426  -3.00627  -4.42681
C  -3.38010  -3.51203  -3.66260
C  -3.73602  -5.00424  -3.88413
C  -2.60050  -5.89219  -4.39266
I  -5.51987  -5.26261  -5.10689
B  0.91620  -1.57615  1.28830
O  1.26873  -1.89155  2.56375
N  0.16532  -0.35786  1.04068
C  0.53979  0.74405  1.93440
C  -1.28422  -0.57535  1.02326
H  -3.56819  -6.12321  2.46026
H  -3.25094  -7.84061  2.84746
H  -2.57808  -6.60932  3.87525
H  -1.89459  -6.68820  0.90035
H  -1.11405  -7.79765  2.07841
H  -1.24829  -3.21199  0.43431
H  -1.10135  -4.89937  0.11853
H  1.40663  -4.30585  1.19686
H  1.02030  -4.67534  -0.44000
H  2.36281  -2.58009  -0.06465
H  1.00262  -2.01589  -3.11519
H  1.48353  -3.48109  -2.26343
H  -1.37728  -2.54527  -2.11836
H  -0.73777  -4.21542  -2.09895
H  -2.27588  -3.27204  -5.47530
H  -2.16416  -1.90996  -4.37775
H  -3.35115  -3.32894  -2.59104
H  -4.22398  -2.92759  -4.02447
H  -4.02823  -5.40429  -2.92056
H  -3.02855  -6.85286  -4.66779
H  -1.92545  -6.09345  -3.56004
H  -2.04295  -5.47974  -5.22489
H  1.65034  -2.77937  2.61705
H  0.47393  1.68057  1.36954
H  -0.12906  0.83504  2.79555
H  1.57408  0.67933  2.25966
H  -1.81300  0.36249  1.15752
H  -1.52569  -0.99447  0.04244
H  -1.61112  -1.33604  1.74328
C  8.26031  -4.24493  -0.18853
C  6.94719  -4.58149  -0.92671
C  7.26753  -5.00275  -2.36211
C  7.72723  -3.83534  -3.23197
C  6.70733  -2.69877  -3.19707
C  6.29372  -2.26812  -1.78521
N  6.00352  -3.42621  -0.88729
O  4.81539  -3.85628  -1.14558
C  7.38763  -1.38112  -1.15814
C  5.08421  -1.33785  -1.90695
C  6.38376  -5.77976  -0.16242
H  8.80790  -5.15896  0.04404
H  8.94803  -3.63662  -0.77096
H  8.06122  -3.73401  0.75473
H  6.38177  -5.45541  -2.82039
H  8.03664  -5.77866  -2.35377
H  8.70963  -3.47684  -2.91303
H  7.85129  -4.17857  -4.26154
H  7.10863  -1.83698  -3.73502
H  5.82020  -3.02001  -3.75339
H  7.15530  -1.15798  -0.11573
H  7.45590  -0.42789  -1.68235
H  8.38571  -1.81132  -1.20137
H  4.26337  -1.79427  -2.45975
H  5.36755  -0.43612  -2.45048
H  4.71517  -1.03388  -0.92542
H  6.16438  -5.51435  0.87372
H  7.11249  -6.59027  -0.15328
H  5.47578  -6.17663  -0.61433
C  -5.88987  3.39541  -3.28998
C  -5.59224  2.32473  -2.21853
C  -5.53017  2.99068  -0.84294
C  -4.28328  3.85212  -0.65912
C  -3.01855  3.04499  -0.94766
C  -3.04082  2.29887  -2.28618
N  -4.33170  1.59099  -2.53515
O  -4.32544  0.47996  -1.87624
C  -2.75086  3.27846  -3.44224
C  -1.86212  1.32737  -2.31088
C  -6.80454  1.39504  -2.27533
H  -6.93201  3.71039  -3.22975
H  -5.30635  4.30591  -3.17502
H  -5.72430  3.00317  -4.29492
H  -5.54677  2.22544  -0.05992
H  -6.42119  3.60241  -0.68715
H  -4.32560  4.73798  -1.29908
H  -4.24968  4.22335  0.36751
H  -2.15096  3.70847  -0.91685
H  -2.88093  2.32497  -0.13395
H  -2.87284  2.78388  -4.40757
H  -1.72205  3.63607  -3.38744
H  -3.37448  4.16942  -3.43251
H  -1.86627  0.65101  -1.45898
H  -0.91914  1.87319  -2.26742
H  -1.85436  0.73164  -3.22618
H  -6.88802  0.92055  -3.25547
H  -7.71709  1.96462  -2.09970
H  -6.76961  0.61332  -1.51763
C  5.70172  4.70934  -0.16410
C  6.35064  3.45952  0.46778
C  6.53110  3.68839  1.96940
C  7.62875  4.70155  2.28458
C  8.94330  4.30128  1.61763
C  8.82239  3.99474  0.12032
N  7.64476  3.13466  -0.20221
O  7.94503  1.90898  0.06426
C  8.74599  5.30822  -0.68509
C  10.12928  3.34690  -0.34141
C  5.32186  2.34951  0.24549
H  4.64660  4.76441  0.10543
H  6.13507  5.64784  0.17384
H  5.75943  4.67428  -1.25318
H  6.77551  2.74062  2.46058
H  5.58719  4.02318  2.40571
H  7.33160  5.70609  1.97129
H  7.77310  4.75362  3.36593
H  9.67948  5.09460  1.76636
H  9.33440  3.42052  2.13746
H  8.54878  5.10440  -1.73893
H  9.69434  5.84371  -0.62920
H  7.99224  6.00380  -0.32381
H  10.38302  2.46427  0.24381
H  10.95211  4.05224  -0.22122
H  10.08255  3.06375  -1.39426
H  5.15605  2.17732  -0.82012
H  4.36798  2.63214  0.69096
H  5.61677  1.40595  0.70331
C  -9.74940  1.66138  4.13830
C  -8.42050  2.04222  3.45155
C  -7.25417  1.68657  4.37524
C  -7.15886  2.60878  5.58796
C  -7.10196  4.07174  5.15299
C  -8.20824  4.48144  4.17381
N  -8.40949  3.48756  3.07713
O  -7.49748  3.67019  2.18424
C  -9.53398  4.69769  4.93238
C  -7.86465  5.86442  3.61686
C  -8.37074  1.15128  2.20964
H  -9.88072  0.57895  4.13319
H  -9.80288  1.95337  5.18455
H  -10.60170  2.09649  3.61403
H  -6.31270  1.73921  3.81814
H  -7.35301  0.65123  4.70919
H  -7.99945  2.44459  6.26766
H  -6.25914  2.36555  6.15733
H  -7.14508  4.71276  6.03653
H  -6.12507  4.25215  4.69233
H  -10.35290  4.88110  4.23474
H  -9.46072  5.56872  5.58442
H  -9.81303  3.86819  5.57778
H  -6.87573  5.89327  3.16162
H  -7.86109  6.59609  4.42534
H  -8.59747  6.18815  2.87596
H  -9.20499  1.36816  1.53929
H  -8.43935  0.10339  2.50136
H  -7.44297  1.26281  1.64958

Forces on the atoms, in the same order (eV/Å):
C 0.5 0.0 -0.6
C -1.0 0.6 0.3
C -2.1 0.2 -1.1
O 3.4 -0.8 2.0
O -0.5 0.4 -0.6
C 0.2 -0.8 -0.8
C -0.1 0.3 0.1
C -0.5 -0.1 0.9
O 0.4 -0.7 0.0
C -0.5 0.7 -0.4
C 0.9 -0.7 0.3
O -0.1 -0.1 -0.3
C -0.1 0.6 0.5
C -0.6 -0.5 -0.7
C 0.6 0.1 0.3
C -0.6 -0.3 0.3
I 0.3 0.1 0.1
B -0.3 0.2 -0.9
O 0.4 -0.4 0.0
N 0.5 0.3 1.2
C -0.4 0.4 -0.4
C 0.5 -0.7 -1.0
H -0.2 0.0 0.3
H -0.3 0.0 -0.1
H 0.0 0.2 0.1
H -0.1 -0.3 -0.1
H 0.5 -0.1 -0.3
H -0.1 0.3 0.5
H -0.2 0.0 0.0
H 0.0 -0.1 0.1
H 0.1 0.1 -0.2
H 0.0 0.1 -0.3
H 0.0 0.0 0.0
H 0.0 -0.1 0.1
H -0.2 0.1 -0.2
H -0.4 0.1 0.2
H 0.3 -0.1 -0.1
H -0.1 0.0 0.0
H 0.3 0.1 0.1
H 0.0 0.2 0.1
H -0.4 -0.1 0.0
H 0.1 -0.1 -0.2
H 0.2 0.2 0.0
H 0.0 0.0 -0.1
H 0.0 0.2 0.2
H -0.1 0.1 0.1
H 0.2 -0.1 0.2
H 0.0 -0.2 0.2
H -0.1 0.0 0.0
H -0.3 0.2 -0.1
H -0.1 0.4 0.4
C 0.2 0.2 -0.1
C 1.6 -0.6 1.0
C -0.2 0.3 -0.5
C 0.0 0.0 0.1
C 0.0 -0.6 -0.2
C 1.0 1.9 0.3
N -0.8 -0.9 -2.0
O -0.7 0.0 0.7
C 0.3 -0.1 0.0
C -0.5 -0.4 0.1
C -0.7 0.0 0.0
H -0.2 -0.1 0.0
H -0.1 0.1 0.0
H 0.0 0.0 0.0
H -0.1 0.1 0.1
H 0.0 0.0 0.2
H 0.0 0.0 0.0
H 0.0 0.0 0.0
H -0.1 0.1 0.1
H -0.1 0.0 0.1
H 0.0 0.0 0.0
H -0.1 0.0 0.0
H 0.0 -0.1 0.0
H 0.0 -0.1 0.1
H 0.2 -0.1 0.0
H 0.0 0.0 0.0
H 0.0 0.0 0.0
H 0.1 0.1 -0.1
H 0.0 0.2 0.0
C 0.2 0.2 -0.1
C -1.3 1.2 -1.0
C 0.4 0.0 0.3
C 0.0 -0.1 -0.1
C -0.5 0.0 0.4
C 1.3 1.1 -1.2
N 0.1 -0.4 2.3
O -0.1 -0.7 -0.5
C -0.2 0.3 -0.1
C -0.1 -0.6 0.2
C 0.2 -0.6 0.2
H 0.0 -0.1 0.1
H 0.1 -0.1 0.0
H 0.0 0.0 0.0
H 0.0 -0.1 -0.1
H -0.1 -0.1 -0.1
H 0.0 0.0 0.0
H 0.0 0.0 0.0
H 0.1 -0.1 -0.2
H 0.0 -0.1 -0.1
H -0.1 0.0 0.0
H 0.0 -0.1 0.1
H -0.1 -0.1 0.0
H -0.1 -0.1 -0.1
H -0.1 0.2 0.0
H -0.1 0.0 0.0
H 0.0 0.0 0.0
H 0.1 0.2 0.0
H 0.1 0.0 -0.1
C 0.1 0.3 0.0
C -1.6 1.1 -0.4
C 0.5 0.0 0.3
C 0.0 0.0 -0.1
C -0.4 -0.2 0.4
C 0.9 1.6 -0.9
N 0.5 -0.9 2.1
O 0.0 -0.6 -0.7
C -0.3 0.2 0.0
C -0.1 -0.6 0.0
C 0.3 -0.6 -0.1
H 0.0 -0.2 0.0
H 0.1 0.0 -0.1
H 0.0 0.0 0.0
H 0.0 -0.1 -0.1
H -0.1 0.0 -0.2
H 0.0 0.0 0.0
H 0.0 0.0 0.0
H 0.1 0.0 -0.2
H 0.0 -0.1 -0.1
H 0.0 0.0 0.0
H 0.1 -0.1 0.1
H -0.1 -0.1 0.0
H -0.1 -0.1 -0.1
H -0.1 0.1 0.0
H 0.0 0.0 0.0
H 0.0 0.0 0.0
H 0.1 0.2 0.0
H 0.1 0.0 -0.1
C -0.1 0.2 0.3
C -1.4 -1.4 0.5
C 0.4 0.4 0.2
C -0.1 0.0 0.0
C 0.4 -0.5 0.0
C -1.3 1.1 1.2
N 2.3 -0.3 0.3
O -0.2 0.3 -0.8
C -0.2 -0.3 0.2
C 0.3 -0.1 -0.5
C 0.3 0.3 -0.5
H 0.1 0.0 -0.1
H 0.0 0.1 0.0
H 0.0 0.0 0.0
H -0.1 0.1 -0.1
H -0.1 0.0 -0.1
H 0.0 0.0 0.0
H 0.0 0.0 0.0
H -0.1 0.1 -0.1
H -0.1 0.0 -0.1
H 0.0 -0.1 0.0
H 0.1 0.0 -0.1
H 0.0 0.0 -0.1
H -0.1 -0.1 -0.1
H -0.1 -0.1 0.1
H 0.0 -0.1 0.0
H 0.0 0.0 0.0
H -0.1 0.1 0.2
H 0.0 0.2 0.0

Properties
- Orbital gap (alpha / beta): 8.74 / 8.42 eV
- Multiplicity: 5
- Net charge: 0
- HOMO (alpha / beta): -8.208 / -8.208 eV
- Strongest force on any atom: 4.002 eV/A

# 3
Below is a cluster of 2 separate species, C6H15NO3 in total, with properties calculated with ωB97M-V/def2-TZVPD.

CARTESIAN COORDINATES (ANGSTROEM)
C  -0.46018  -2.56683  1.73069
O  -0.23884  -1.19404  1.49258
C  -1.14816  -0.63659  0.57148
C  -0.81656  0.82597  0.28580
C  -0.52248  1.60172  1.56548
N  0.21043  0.95470  -0.76605
C  1.52815  0.39811  -0.47275
C  0.03484  2.03936  -1.74997
O  0.22931  2.17416  -2.95264
H  0.31208  -2.91085  2.42848
H  -1.45255  -2.72814  2.18128
H  -0.39439  -3.14477  0.79322
H  -1.12602  -1.21180  -0.37213
H  -2.17623  -0.69180  0.96936
H  -1.73894  1.24479  -0.14251
H  0.40818  1.27305  2.04449
H  -0.45014  2.67777  1.36374
H  -1.33530  1.44158  2.28551
H  1.44445  -0.68583  -0.59957
H  2.26096  0.85541  -1.14488
H  1.84721  0.55517  0.56611
H  -0.16100  2.97548  -1.18340
O  1.24980  -1.31151  -3.41386
H  0.56228  -1.17820  -2.62142
H  1.93310  -0.75691  -2.85907

Forces on the atoms, in the same order (eV/Å):
C -0.1 -0.1 0.0
O 0.2 0.2 0.0
C -0.2 -0.3 -0.2
C -0.1 0.5 -0.4
C 0.2 0.1 0.3
N -0.3 0.9 -1.7
C -0.4 -0.3 -0.4
C 0.9 1.0 0.5
O 0.1 -1.8 2.5
H -0.2 0.1 -0.2
H 0.2 0.0 -0.1
H 0.0 0.1 0.2
H -0.1 0.1 0.1
H 0.2 0.0 0.0
H 0.2 -0.1 0.0
H -0.3 0.1 -0.1
H 0.0 -0.2 0.0
H 0.2 0.1 -0.1
H 0.6 0.0 0.0
H 0.0 -0.3 0.1
H -0.2 0.2 -0.2
H -0.9 -0.2 -0.1
O -0.2 2.3 5.1
H 1.3 -0.8 -2.9
H -1.1 -1.5 -2.2

Properties
- Orbital gap: 9.75 eV
- Net charge: 0
- HOMO: -9.145 eV
- Energy above the lowest of the compared OMol25 structures with the same formula, charge and spin: 68.8 kcal/mol
- Structure (SMILES): COC[C@@H](C)N(C)C=O.O
- Strongest force on any atom: 5.552 eV/A